The following is a quantum chemistry calculation of 2 unconnected molecules or ions with the total composition H2O5P2, from OMol25.

Last columns: bonded neighbours and bond lengths (Å).
Atoms and positions in Å:
1 O 2.6413 -0.5107 0.2579  H8 1.073, H9 0.930
2 O -2.2328 -1.6997 -0.0601  P7 1.446
3 O 0.1737 -1.6169 -0.4111  P7 1.543
4 O -2.4750 2.0482 0.5208  P6 1.533
5 O -0.0999 2.0702 -0.0370  P6 1.485
6 P -1.3840 1.3846 -0.3282  O4 1.533, O5 1.485, P7 2.421
7 P -1.0426 -0.9405 0.2543  O2 1.446, O3 1.543, P6 2.421
8 H 1.6869 -0.9716 0.0927  O1 1.073
9 H 2.7324 0.2363 -0.2893  O1 0.930

total energy: -28847.9390 eV
total charge: -2
2S+1: 3